{"formula": "C46H82F36N11O26S12", "method": "ωB97M-V/def2-TZVPD", "lumo_ev": -0.46, "charge": -1, "de_lowest_kcal_mol": 114.99, "homo_energy_ha": -0.1984, "molar_mass_g_mol": 2273.95, "species": ["C", "N", "C", "C", "C", "C", "O", "H", "H", "H", "H", "H", "H", "H", "H", "H", "H", "H", "H", "H", "H", "C", "N", "C", "C", "C", "C", "O", "H", "H", "H", "H", "H", "H", "H", "H", "H", "H", "H", "H", "H", "H", "C", "C", "C", "N", "C", "C", "C", "C", "C", "H", "H", "H", "H", "H", "H", "H", "H", "H", "H", "H", "H", "H", "H", "H", "H", "H", "H", "C", "C", "C", "N", "C", "C", "C", "C", "C", "H", "H", "H", "H", "H", "H", "H", "H", "H", "H", "H", "H", "H", "H", "H", "H", "H", "H", "C", "C", "C", "N", "C", "C", "C", "C", "C", "H", "H", "H", "H", "H", "H", "H", "H", "H", "H", "H", "H", "H", "H", "H", "H", "H", "H", "C", "F", "F", "F", "S", "O", "O", "N", "S", "O", "O", "C", "F", "F", "F", "C", "F", "F", "F", "S", "O", "O", "N", "S", "O", "O", "C", "F", "F", "F", "C", "F", "F", "F", "S", "O", "O", "N", "S", "O", "O", "C", "F", "F", "F", "C", "F", "F", "F", "S", "O", "O", "N", "S", "O", "O", "C", "F", "F", "F", "C", "F", "F", "F", "S", "O", "O", "N", "S", "O", "O", "C", "F", "F", "F", "C", "F", "F", "F", "S", "O", "O", "N", "S", "O", "O", "C", "F", "F", "F"], "xyz": [[3.6184, -11.8582, 6.5498], [2.8221, -12.8836, 7.4414], [2.3472, -14.1233, 6.6587], [3.7456, -13.3349, 8.6279], [1.6292, -12.0613, 8.0115], [0.4020, -11.7653, 7.0607], [0.7050, -11.0545, 5.8989], [3.7661, -11.0158, 7.2255], [3.0853, -11.5507, 5.6502], [4.4705, -12.4277, 6.1785], [1.6858, -14.7792, 7.2248], [3.2875, -14.6011, 6.3835], [1.8815, -13.7861, 5.7327], [3.0813, -14.0028, 9.1762], [4.3071, -12.6314, 9.2426], [4.5609, -13.9693, 8.2802], [1.9126, -11.2757, 8.7119], [1.2003, -12.8009, 8.6876], [-0.1427, -11.1157, 7.7458], [-0.1972, -12.6727, 6.9852], [0.3719, -11.3043, 5.0339], [4.6851, -2.9485, 7.1109], [5.5737, -3.3337, 5.9251], [6.8697, -2.4784, 5.9876], [5.9072, -4.7894, 6.0556], [4.7890, -2.9373, 4.6662], [5.4516, -3.2900, 3.3499], [5.3786, -4.6424, 3.1769], [3.6832, -3.3409, 6.9371], [4.8557, -1.8752, 7.1950], [5.1236, -3.3331, 8.0317], [6.6809, -1.4146, 5.8434], [7.5092, -2.9094, 5.2172], [7.3197, -2.6745, 6.9608], [6.3221, -4.7533, 7.0629], [6.7059, -5.1760, 5.4227], [4.9821, -5.3566, 5.9524], [4.6207, -1.8664, 4.7795], [3.8322, -3.4593, 4.6755], [6.3989, -2.7851, 3.1605], [4.8115, -2.9836, 2.5226], [5.7848, -4.8848, 2.3415], [1.1842, -3.0951, -0.3395], [1.8661, -1.8710, -1.1431], [1.6952, -2.1963, -2.6157], [1.9121, -0.8887, -3.4035], [3.4349, -0.3917, -3.3055], [1.0141, 0.2960, -3.0342], [0.9934, 1.1999, -4.3066], [1.0226, 0.1590, -5.3832], [1.6117, -1.1477, -4.8491], [0.2146, -3.4083, -0.7268], [1.0048, -2.8241, 0.7009], [1.6408, -4.0639, -0.5422], [2.8767, -1.7682, -0.7479], [1.2446, -1.0533, -0.7782], [0.6867, -2.5913, -2.7386], [2.3990, -2.9072, -3.0486], [4.1515, -1.2121, -3.2642], [3.4206, 0.1546, -2.3624], [3.5699, 0.2662, -4.1640], [1.3177, 0.7592, -2.0954], [0.0674, -0.2074, -2.8381], [1.9471, 1.7264, -4.3444], [0.2083, 1.9551, -4.2695], [1.6613, 0.5279, -6.1858], [0.1223, 0.1320, -5.9972], [2.5939, -1.4452, -5.2165], [0.8762, -1.9451, -4.9553], [-0.6443, -7.8654, 7.1608], [-0.1973, -7.3393, 5.7774], [1.4022, -7.3606, 5.6112], [1.9508, -7.1729, 4.1746], [3.4682, -7.4634, 4.3450], [1.7003, -5.8803, 3.5717], [0.8507, -6.0008, 2.3560], [0.0542, -7.2224, 2.5095], [1.1724, -8.0432, 3.2012], [-0.1359, -7.1852, 7.8441], [-0.3029, -8.8943, 7.2745], [-1.7224, -7.7271, 7.2426], [-0.4648, -6.3061, 5.5559], [-0.7545, -7.9373, 5.0563], [1.7371, -8.3359, 5.9644], [1.7412, -6.5581, 6.2664], [3.8901, -7.5558, 3.3442], [3.7851, -8.2099, 5.0733], [3.9189, -6.5890, 4.8144], [2.6313, -5.4189, 3.2424], [1.2386, -5.3084, 4.3766], [1.4140, -5.9538, 1.4240], [0.2428, -5.0972, 2.4031], [-0.1662, -7.4906, 1.4762], [-0.8847, -7.0866, 3.0463], [1.7870, -8.4997, 2.4253], [0.8630, -8.9013, 3.7980], [-1.0651, -12.5404, -2.2245], [-2.4601, -12.5669, -1.5473], [-3.3662, -11.4372, -2.0586], [-3.9728, -10.6820, -0.8822], [-4.9828, -11.6545, -0.1480], [-2.9870, -9.9613, 0.1046], [-2.6099, -8.5573, -0.5696], [-3.7233, -8.2403, -1.4705], [-4.7126, -9.4328, -1.5042], [-1.1147, -12.6788, -3.3046], [-0.3517, -13.1954, -1.7244], [-0.5544, -11.6278, -1.9174], [-2.4760, -12.6485, -0.4605], [-3.0256, -13.3831, -1.9970], [-4.1338, -11.8816, -2.6921], [-2.9652, -10.7191, -2.7740], [-5.4624, -11.1661, 0.7003], [-4.6811, -12.6563, 0.1576], [-5.8930, -11.9213, -0.6851], [-3.5821, -9.7551, 0.9942], [-2.1088, -10.6024, 0.1805], [-2.4226, -7.6595, 0.0195], [-1.7735, -8.7778, -1.2329], [-4.1423, -7.2962, -1.1222], [-3.4036, -7.8622, -2.4416], [-5.5629, -9.2062, -0.8609], [-5.0144, -9.8412, -2.4686], [0.1546, -1.7838, 8.0341], [1.4566, -1.4043, 8.1637], [-0.3435, -2.1119, 9.2826], [-0.5055, -0.7232, 7.6376], [-0.0054, -3.2740, 6.8344], [1.1901, -4.0521, 7.0861], [-1.2784, -3.9218, 7.2258], [0.0472, -2.4401, 5.2764], [-1.3764, -2.6731, 4.7760], [-1.7981, -3.9871, 4.3087], [-2.3061, -2.0180, 5.6826], [-1.3829, -1.5630, 3.1836], [-0.4828, -2.0561, 2.2979], [-2.5601, -1.7041, 2.5891], [-1.0119, -0.3467, 3.6067], [-2.5169, -12.1475, 4.7893], [-2.2516, -13.4355, 5.0879], [-3.7955, -11.9284, 4.5594], [-2.1590, -11.4678, 5.8774], [-1.5952, -11.5061, 3.1570], [-2.4110, -12.1869, 2.1362], [-1.7575, -10.0279, 3.2186], [-0.0778, -12.1010, 3.5498], [0.2967, -12.8145, 2.2909], [-0.4852, -14.0405, 1.9263], [0.5251, -11.8666, 1.1746], [2.0712, -13.4602, 2.6759], [2.0446, -14.7720, 2.9465], [2.8032, -13.3937, 1.5196], [2.7373, -12.8558, 3.6460], [2.6123, -5.3752, 10.4058], [2.4319, -5.8134, 11.6921], [1.4288, -5.0822, 9.8754], [3.4023, -4.2404, 10.4267], [3.4119, -6.8204, 9.2921], [2.3124, -7.8449, 9.3193], [3.6496, -6.2410, 7.9602], [4.8719, -7.2572, 10.0297], [4.8656, -8.8250, 10.2006], [3.7945, -9.3528, 11.0377], [5.0530, -9.5272, 8.9004], [6.5402, -9.0455, 11.0749], [7.3472, -8.0380, 10.6941], [6.3763, -9.0446, 12.3469], [7.1749, -10.2557, 10.8906], [-7.6715, -8.9977, 4.2724], [-7.6757, -9.8069, 5.3181], [-8.1368, -9.7260, 3.2288], [-8.4910, -8.0360, 4.5282], [-5.8438, -8.5018, 4.0608], [-5.2886, -8.4072, 5.4165], [-5.2820, -9.5649, 3.2146], [-6.0328, -6.9166, 3.3595], [-4.6949, -6.9498, 2.6590], [-3.4703, -6.9550, 3.4744], [-4.6571, -7.7585, 1.4236], [-4.6795, -5.1878, 1.9645], [-5.8211, -4.8540, 1.3824], [-4.3962, -4.4276, 2.9996], [-3.7688, -5.1283, 1.0107], [-2.7016, -10.8307, 11.6915], [-1.4845, -11.0371, 12.1456], [-2.6243, -10.3246, 10.4082], [-3.3436, -11.9839, 11.6492], [-3.5993, -9.4926, 12.8010], [-4.9952, -9.3718, 12.3847], [-3.4510, -9.9833, 14.1557], [-2.5979, -8.0579, 12.7954], [-3.2897, -7.1126, 11.8112], [-3.6417, -7.6929, 10.5579], [-4.3522, -6.3554, 12.3687], [-1.8322, -5.9422, 11.2184], [-0.8833, -6.6448, 10.6323], [-2.3577, -5.0970, 10.3054], [-1.3203, -5.2305, 12.1842], [-0.1750, -6.3329, -3.1375], [-0.8022, -5.8816, -4.1873], [0.7509, -5.5475, -2.9704], [-0.8867, -6.3157, -2.0845], [0.6492, -8.0329, -3.4660], [-0.4727, -9.0642, -3.3762], [1.2876, -7.9385, -4.7924], [1.8769, -8.1347, -2.2659], [1.6153, -9.4579, -1.5995], [0.4820, -9.3739, -0.7139], [1.7170, -10.5206, -2.5582], [3.1251, -9.5192, -0.4351], [3.1044, -8.5531, 0.4314], [2.9097, -10.5568, 0.3884], [4.3224, -9.5330, -1.1085]], "mulliken_charge": [-0.63, 0.23, -0.75, -0.84, -1.29, -0.74, 1.05, 0.28, 0.01, 0.52, 0.31, 0.42, 0.08, 0.44, 0.23, 0.37, 0.74, 0.48, 0.42, 0.38, -0.12, -0.98, 0.10, -0.94, -0.57, -0.02, -0.69, -0.38, 0.38, 0.46, 0.44, 0.31, 0.40, 0.40, 0.68, 0.23, -0.22, 0.46, -0.07, 0.45, 0.33, 0.27, -1.76, 0.06, -0.75, 0.27, -1.03, -0.76, -0.68, -0.65, -0.51, 0.44, 0.44, 0.47, 0.31, 0.24, 0.35, 0.40, 0.27, 0.37, 0.51, 0.46, 0.46, 0.29, 0.44, 0.31, 0.40, 0.41, 0.31, -1.07, 1.36, -0.10, 1.75, -0.49, 0.35, -0.53, 1.47, 0.32, 0.10, -0.39, 0.67, -0.42, -0.48, 0.13, -0.10, 0.40, 0.19, -0.29, 0.12, -0.36, 0.13, 0.29, -0.39, -0.44, -0.18, -0.90, -1.38, 0.04, -1.02, 0.44, -0.85, 0.54, 1.04, -0.94, -0.78, 0.33, 0.38, 0.16, 0.04, 0.43, 0.46, 0.56, 0.25, 0.32, 0.39, -0.29, -0.39, -0.07, -0.29, 0.30, 0.51, 0.31, 0.53, 0.46, -0.23, -0.21, -0.19, 0.88, -0.50, -0.58, -0.48, 0.92, -0.38, -0.66, 0.38, -0.21, -0.17, -0.21, 0.19, -0.27, -0.15, -0.18, 0.41, -0.56, -0.20, -0.59, 0.71, -0.69, -0.11, 0.40, -0.27, -0.24, -0.19, 0.31, -0.21, -0.10, -0.22, 0.94, -0.27, -0.60, -0.58, 1.19, -0.66, -0.62, 0.49, -0.22, -0.21, -0.24, 0.44, -0.22, -0.24, -0.20, 1.16, -0.62, -0.49, -0.75, 1.00, -0.16, -0.56, 0.29, -0.25, -0.20, -0.17, 0.59, -0.22, -0.17, -0.22, 0.99, -0.56, -0.68, -0.47, 1.00, -0.55, -0.68, 0.43, -0.04, -0.20, -0.24, 0.56, -0.28, -0.29, -0.05, 1.04, -0.59, -0.68, -0.64, 1.04, 0.04, -0.75, 0.27, -0.24, -0.15, -0.24]}


{"formula": "C46H84N6O4S", "method": "ωB97M-V/def2-TZVPD", "lumo_ev": -0.18, "homo_energy_ha": -0.2986, "molar_mass_g_mol": 817.28, "species": ["C", "C", "O", "C", "C", "C", "C", "C", "C", "C", "C", "C", "C", "S", "C", "N", "N", "C", "O", "C", "N", "C", "O", "C", "O", "N", "C", "C", "C", "C", "C", "C", "N", "C", "C", "C", "C", "C", "N", "H", "H", "H", "H", "H", "H", "H", "H", "H", "H", "H", "H", "H", "H", "H", "H", "H", "H", "H", "H", "H", "H", "H", "H", "H", "H", "H", "H", "H", "H", "H", "H", "H", "H", "H", "H", "H", "H", "H", "H", "H", "H", "C", "C", "C", "C", "C", "C", "H", "H", "H", "H", "H", "H", "H", "H", "H", "H", "H", "H", "H", "H", "C", "C", "C", "C", "C", "C", "H", "H", "H", "H", "H", "H", "H", "H", "H", "H", "H", "H", "H", "H", "C", "C", "C", "C", "C", "C", "H", "H", "H", "H", "H", "H", "H", "H", "H", "H", "H", "H", "H", "H"], "xyz": [[-1.7870, 0.1969, -5.3476], [-0.2928, -0.5066, -5.0991], [0.0248, -0.6579, -3.6547], [1.4027, -1.2301, -3.5552], [1.4615, -2.7909, -3.1153], [1.4869, -3.1384, -1.5224], [0.2711, -4.2900, -1.5062], [0.1635, -5.1823, -0.1580], [-0.9469, -4.6435, 0.9562], [-0.6385, -5.4594, 2.3739], [-0.6607, -4.4818, 3.7043], [0.7334, -4.6236, 4.6138], [0.5550, -4.0615, 6.1548], [1.4303, -2.3903, 6.4394], [0.4962, -1.0058, 5.5795], [0.8616, 0.4404, 5.2974], [-0.2506, 0.8941, 4.5970], [-1.3825, -0.1172, 4.3774], [-0.8430, -1.3143, 5.0530], [0.9813, -2.1152, -0.3730], [1.2200, -0.6288, -0.4264], [0.1206, 0.0789, 0.0766], [-0.9064, 0.5545, 0.8319], [1.6518, -2.4474, 1.1264], [1.2244, -2.0215, 2.3183], [2.7745, -3.3686, 0.7063], [2.9356, -3.5779, -0.8160], [3.5253, -5.0752, -1.1460], [4.1421, -5.2711, -2.6486], [5.5156, -6.1779, -2.7215], [6.8527, -5.2229, -2.6360], [7.1306, -4.3096, -3.9704], [7.9086, -3.0720, -3.4776], [4.2528, -2.5729, -1.0599], [5.4521, -2.8223, 0.0815], [6.8447, -1.9094, -0.0246], [6.8868, -0.8574, -1.3001], [5.5917, -0.8211, -2.3044], [4.3216, -1.6096, -2.2048], [-2.4996, 0.0759, -4.4237], [-2.2224, -0.3279, -6.3032], [-1.5704, 1.3388, -5.6203], [0.4684, 0.2038, -5.6703], [-0.2419, -1.6117, -5.5454], [2.0470, -0.4843, -2.9251], [1.8330, -1.1664, -4.6672], [2.4686, -3.2397, -3.5743], [0.5958, -3.3411, -3.7277], [0.5288, -5.0504, -2.3908], [-0.7741, -3.8352, -1.7772], [-0.2579, -6.2495, -0.4936], [1.1579, -5.4112, 0.4097], [-0.9345, -3.4865, 1.1164], [-2.0028, -5.0621, 0.5910], [0.3916, -6.0152, 2.3779], [-1.4707, -6.2982, 2.5174], [-1.5199, -4.9114, 4.4112], [-0.9004, -3.3605, 3.4289], [1.0269, -5.7752, 4.7197], [1.6291, -4.0379, 4.1257], [-0.5609, -3.9387, 6.4910], [1.0994, -4.8127, 6.8892], [-2.4010, 0.0180, 3.8128], [-0.1963, -2.1794, -0.4624], [2.8207, -4.2399, 1.2825], [4.4007, -5.3617, -0.3864], [2.7215, -5.9472, -1.0064], [4.3489, -4.2894, -3.2468], [3.3236, -5.8746, -3.2726], [5.5532, -6.6983, -3.7926], [5.4704, -7.0280, -1.9146], [7.7938, -5.9335, -2.5139], [6.7456, -4.5747, -1.6633], [6.1572, -3.8935, -4.4784], [7.7797, -4.8459, -4.7957], [7.9583, -2.3444, -4.2266], [8.8763, -3.3638, -3.1702], [5.3864, -3.6078, 0.9445], [7.7346, -2.0135, 0.7417], [7.8524, -0.2119, -1.4533], [5.6820, -0.0737, -3.2319], [-2.0844, 2.6574, -1.8163], [-2.8191, 2.8669, -0.5019], [-4.0836, 3.7178, -0.6448], [-3.8534, 5.1548, -1.1283], [-2.9102, 5.9929, -0.2613], [-3.4207, 6.1980, 1.1568], [-1.7282, 3.6026, -2.2362], [-1.2112, 2.0152, -1.6606], [-2.7328, 2.1732, -2.5530], [-2.1396, 3.3089, 0.2338], [-3.1052, 1.8856, -0.1034], [-4.6054, 3.7357, 0.3185], [-4.7669, 3.2234, -1.3467], [-4.8263, 5.6594, -1.1841], [-3.4656, 5.1376, -2.1529], [-2.7874, 6.9759, -0.7326], [-1.9131, 5.5409, -0.2313], [-4.3977, 6.6917, 1.1510], [-2.7253, 6.8308, 1.7187], [-3.5140, 5.2508, 1.6942], [-9.1265, 0.9203, -5.1448], [-7.7836, 1.3742, -4.5953], [-7.7962, 1.6049, -3.0820], [-8.7431, 2.7094, -2.5969], [-8.4989, 4.0932, -3.2046], [-7.1280, 4.6621, -2.8718], [-9.9025, 1.6761, -4.9930], [-9.0495, 0.7376, -6.2218], [-9.4498, -0.0095, -4.6667], [-7.4576, 2.2785, -5.1191], [-7.0367, 0.6033, -4.8218], [-6.7754, 1.8282, -2.7524], [-8.0745, 0.6685, -2.5823], [-8.6578, 2.7812, -1.5052], [-9.7795, 2.4160, -2.7978], [-9.2633, 4.7802, -2.8210], [-8.6309, 4.0639, -4.2914], [-6.9929, 4.7434, -1.7886], [-7.0223, 5.6638, -3.3021], [-6.3236, 4.0420, -3.2761], [1.5368, 3.6691, 4.4954], [2.8796, 4.1230, 5.0449], [2.8670, 4.3537, 6.5582], [1.9202, 5.4582, 7.0433], [2.1644, 6.8420, 6.4356], [3.5353, 7.4109, 6.7684], [0.7607, 4.4249, 4.6472], [1.6137, 3.4864, 3.4184], [1.2135, 2.7393, 4.9735], [3.2056, 5.0273, 4.5211], [3.6265, 3.3521, 4.8184], [3.8878, 4.5770, 6.8878], [2.5888, 3.4173, 7.0579], [2.0054, 5.5300, 8.1350], [0.8838, 5.1648, 6.8424], [1.3999, 7.5290, 6.8192], [2.0323, 6.8127, 5.3488], [3.6704, 7.4922, 7.8516], [3.6409, 8.4126, 6.3381], [4.3396, 6.7908, 6.3642]], "mulliken_charge": [-0.84, -0.28, -0.23, -0.63, -0.71, 1.87, -1.25, -0.73, -0.32, -0.62, -0.23, -0.38, -0.63, -0.12, 0.27, -0.33, -0.15, -0.05, -0.25, -0.48, -0.59, 0.49, -0.49, -0.34, -0.50, 0.13, 0.26, -0.67, 0.21, -0.81, -0.31, -0.49, -0.46, -0.55, -0.50, -0.39, -0.31, -0.34, 0.09, 0.16, 0.31, 0.26, 0.24, 0.26, 0.17, 0.46, 0.01, 0.51, 0.51, 0.46, 0.33, 0.06, 0.05, 0.41, 0.31, 0.29, 0.44, -0.07, 0.37, 0.04, 0.32, 0.35, 0.33, 0.89, 0.41, 0.38, 0.20, -0.33, 0.34, 0.31, 0.31, 0.39, 0.00, 0.25, 0.30, 0.22, 0.21, 0.23, 0.29, 0.32, 0.26, -0.90, -0.16, -0.13, -0.54, -0.58, -1.21, 0.29, 0.13, 0.20, 0.28, 0.32, 0.36, -0.37, 0.35, 0.33, 0.39, 0.28, 0.30, 0.38, 0.29, -1.24, -0.37, -0.29, -0.70, -0.54, -1.02, 0.28, 0.38, 0.30, 0.26, 0.37, -0.07, 0.40, 0.37, 0.33, 0.35, 0.28, 0.25, 0.43, 0.23, -0.90, -0.44, -0.68, -0.70, -0.34, -1.18, 0.27, 0.40, 0.17, 0.29, 0.36, 0.33, 0.34, 0.38, 0.31, 0.36, 0.24, 0.29, 0.37, 0.28]}